{
  "formula": "C20H64B2ClNO18",
  "method": "the ωB97M-V functional and the def2-TZVPD basis",
  "total_energy_ev": -73996.215,
  "e_lumo_ha": 0.016,
  "orbital_gap_ev": 10.00,
  "charge": 0,
  "elements": ["C", "B", "O", "C", "C", "B", "O", "O", "C", "O", "O", "C", "Cl", "C", "O", "C", "C", "N", "H", "H", "H", "H", "H", "H", "H", "H", "H", "H", "H", "H", "H", "H", "H", "H", "C", "O", "H", "H", "H", "H", "C", "O", "H", "H", "H", "H", "C", "O", "H", "H", "H", "H", "C", "O", "H", "H", "H", "H", "C", "O", "H", "H", "H", "H", "C", "O", "H", "H", "H", "H", "C", "O", "H", "H", "H", "H", "C", "O", "H", "H", "H", "H", "C", "O", "H", "H", "H", "H", "C", "O", "H", "H", "H", "H", "C", "O", "H", "H", "H", "H", "C", "O", "H", "H", "H", "H"],
  "positions_angstrom": [[2.81954, 3.98087, 1.46445], [2.48082, 2.50675, 1.90849], [3.21371, 2.00378, 2.99468], [1.33177, 1.57384, 1.22287], [0.96502, 0.53935, 2.34787], [-0.29745, -0.40031, 2.15825], [-0.16356, -1.75719, 2.50538], [-1.52638, -0.01027, 1.75909], [0.06205, 2.42390, 0.95931], [-0.53494, 3.00994, 1.76426], [-0.32873, 2.35419, -0.36752], [0.26376, 1.21861, -0.96133], [-0.76234, -0.22044, -1.23297], [1.60848, 1.10829, -0.20677], [2.31710, 2.25028, -0.79311], [2.57733, -0.04034, -0.50798], [2.13541, -1.47717, -0.15514], [2.85137, -1.96567, 1.05840], [3.86315, 3.95442, 1.10858], [2.23435, 4.32406, 0.61056], [2.80138, 4.71170, 2.27712], [2.73138, 2.30441, 3.78250], [1.82873, -0.11662, 2.46412], [0.79325, 1.09599, 3.27209], [0.60598, -2.15142, 2.07488], [-2.14744, -0.75746, 1.74114], [0.45077, 1.56043, -1.97702], [2.50321, 2.06187, -1.72491], [3.48923, 0.17413, 0.05645], [2.86930, -0.02676, -1.56127], [2.46348, -2.11899, -0.98300], [1.06754, -1.60998, 0.00067], [2.41104, -2.85347, 1.29508], [3.82074, -2.13331, 0.81299], [-4.17799, -2.25173, -2.77239], [-3.75453, -2.97431, -1.61696], [-5.07095, -2.72369, -3.16839], [-4.41002, -1.21899, -2.50253], [-3.39075, -2.27010, -3.53212], [-2.96458, -2.53740, -1.28363], [-8.48744, -2.78635, -2.99013], [-7.41354, -1.89192, -2.69023], [-8.19242, -3.40991, -3.82408], [-8.70032, -3.42140, -2.12768], [-9.38341, -2.22133, -3.26311], [-7.69038, -1.34596, -1.94738], [3.25388, -4.37535, 3.97440], [2.05094, -4.60475, 3.23784], [4.09936, -4.62876, 3.33975], [3.32741, -3.32716, 4.26498], [3.27344, -5.00723, 4.86638], [1.31322, -4.37424, 3.81272], [5.03689, -2.14161, 6.77328], [5.31297, -2.24867, 5.37822], [4.28875, -2.88606, 7.03306], [5.94316, -2.32997, 7.35377], [4.64927, -1.14630, 7.00698], [5.97652, -1.58553, 5.16162], [-8.22876, -6.63213, -3.20703], [-8.93833, -5.59910, -3.88291], [-7.86060, -6.22997, -2.26577], [-8.88927, -7.47824, -3.00126], [-7.38092, -6.96905, -3.80811], [-9.25797, -5.96611, -4.71580], [2.36381, -5.14925, 8.78516], [3.41186, -4.27028, 9.18277], [2.72798, -5.75741, 7.96055], [2.07866, -5.80356, 9.61252], [1.49220, -4.57987, 8.45207], [3.07957, -3.73712, 9.91257], [-11.21951, -5.74605, -7.47476], [-9.92769, -6.33365, -7.60664], [-11.37940, -5.50962, -6.42522], [-11.28244, -4.82612, -8.06070], [-11.99257, -6.44413, -7.80507], [-9.79672, -6.53717, -8.53843], [0.89972, 5.42132, -2.37850], [0.64400, 5.65870, -0.99759], [1.26042, 6.34357, -2.82599], [1.66363, 4.64703, -2.49358], [-0.01811, 5.11164, -2.88597], [0.32835, 4.83034, -0.62135], [4.21895, 6.92825, -4.37789], [3.09479, 6.27832, -4.96730], [4.20868, 6.71804, -3.31047], [5.14727, 6.54873, -4.80907], [4.15887, 8.00778, -4.53226], [3.11203, 6.46888, -5.91069], [6.70777, 8.78347, -2.40799], [6.93607, 8.71547, -3.81244], [5.98071, 8.01886, -2.14591], [7.63499, 8.59700, -1.86028], [6.31047, 9.76336, -2.13172], [7.58015, 9.39649, -4.03258], [-4.88812, 0.54729, 2.76583], [-4.41005, -0.78443, 2.59472], [-4.06216, 1.15891, 3.11962], [-5.24802, 0.94874, 1.81551], [-5.69464, 0.57013, 3.50314], [-5.14504, -1.32066, 2.27898], [6.18069, 3.08208, -1.00983], [4.96847, 2.85793, -1.71815], [7.01063, 2.86991, -1.68008], [6.24462, 4.12289, -0.68108], [6.24463, 2.42027, -0.14106], [4.24177, 3.04983, -1.11249]],
  "lowdin_charge": [0.0265, -0.3856, 0.1051, -0.1408, 0.0181, -0.6863, 0.1273, 0.1524, -0.4366, 0.2158, 0.0388, -0.5636, 0.7498, -0.3676, -0.0515, -0.0716, -0.2437, 0.0098, 0.0731, 0.0472, 0.0795, 0.1199, 0.1042, 0.1278, 0.0571, 0.1026, 0.1165, 0.1040, 0.1347, 0.1275, 0.1108, 0.0610, 0.0540, 0.0769, -0.1598, -0.1322, 0.0604, 0.0759, 0.0744, 0.0455, -0.1522, -0.1365, 0.0602, 0.0752, 0.0775, 0.0733, -0.1499, -0.1394, 0.0807, 0.0622, 0.0726, 0.0740, -0.1473, -0.1383, 0.0585, 0.0785, 0.0771, 0.0750, -0.1435, -0.1461, 0.0773, 0.0757, 0.0791, 0.0681, -0.1571, -0.1334, 0.0739, 0.0748, 0.0758, 0.0756, -0.1574, -0.1316, 0.0728, 0.0773, 0.0762, 0.0735, -0.1463, -0.1242, 0.0691, 0.0690, 0.0804, 0.0447, -0.1632, -0.1335, 0.0692, 0.0781, 0.0771, 0.0725, -0.1536, -0.1329, 0.0653, 0.0760, 0.0785, 0.0742, -0.1458, -0.1299, 0.0785, 0.0790, 0.0748, 0.0789, -0.1545, -0.1334, 0.0770, 0.0756, 0.0767, 0.0330]
}